Record 1
C18H20N4O6PV | ωB97M-V with the def2-TZVPD basis set

Calculated values
Charge ... +2
<S²> ... 2.01
LUMO (alpha / beta) ... -6.0 / -5.8 eV
Multiplicity ... 3

```
50
C18H20N4O6PV | OMol25 | ωB97M-V with the def2-TZVPD basis set
V -0.215 -0.202 -0.176
O -2.262 0.943 2.626
C -1.512 0.207 2.068
O -0.363 0.596 1.443
C -1.722 -1.280 1.857
C -2.508 -2.096 2.624
C -2.565 -3.445 2.289
C -1.857 -3.916 1.197
C -1.103 -3.031 0.450
N -1.031 -1.738 0.784
H -3.053 -1.681 3.462
H -3.163 -4.125 2.883
H -1.891 -4.959 0.915
H -0.549 -3.341 -0.424
O 0.583 1.240 -2.085
C 0.894 0.040 -1.947
O 0.018 -0.924 -1.953
C 2.193 -0.311 -1.238
C 3.513 -0.202 -1.651
C 4.467 -0.544 -0.727
C 4.111 -0.953 0.575
C 5.081 -1.308 1.547
C 4.692 -1.680 2.797
C 3.316 -1.717 3.135
C 2.359 -1.383 2.224
C 2.748 -1.000 0.925
N 1.809 -0.671 -0.017
H 3.762 0.116 -2.654
H 5.517 -0.499 -0.992
H 6.130 -1.279 1.278
H 5.432 -1.952 3.539
H 3.023 -2.012 4.136
H 1.310 -1.407 2.478
N -1.988 4.033 0.076
C -1.052 3.157 -0.711
P -2.138 1.891 -1.486
O -3.484 2.595 -1.415
O -2.000 0.566 -0.750
C -1.954 1.676 -3.295
N -3.286 2.076 -3.883
H -1.768 5.023 -0.004
H -1.983 3.776 1.065
H -2.936 3.839 -0.300
H -0.343 2.715 -0.023
H -0.512 3.737 -1.453
H -1.761 0.625 -3.493
H -1.154 2.271 -3.725
H -3.758 1.300 -4.344
H -3.203 2.839 -4.553
H -3.843 2.396 -3.078
```

Atom charges from the Mulliken analysis, given in e for atoms 1 to 6: number 1, V, carries 0.104; number 2, O, carries -0.555; number 3, C, carries 0.135; number 4, O, carries -0.696; number 5, C, carries 0.722; number 6, C, carries -0.709


Record 2
C18H21BeN3O4P | ωB97M-V with the def2-TZVPD basis set

Calculated values
Charge ... +1
LUMO ... -2.3 eV
Multiplicity ... 1

```
48
C18H21BeN3O4P | OMol25 | ωB97M-V with the def2-TZVPD basis set
Be -1.504 0.941 0.627
O -1.403 -0.909 3.713
C -1.016 -0.156 2.856
O -1.785 0.568 2.082
C 0.486 0.027 2.569
P 0.649 0.180 0.764
C 0.610 -1.522 0.137
C 0.760 -1.713 -1.238
C 0.630 -2.976 -1.791
C 0.343 -4.064 -0.976
C 0.202 -3.885 0.392
C 0.336 -2.619 0.951
C 2.278 0.830 0.353
C 2.387 2.154 -0.065
C 3.631 2.691 -0.361
C 4.767 1.903 -0.247
C 4.664 0.580 0.163
C 3.424 0.042 0.462
H 1.082 -0.754 3.037
H 0.795 0.987 2.991
H 0.995 -0.869 -1.878
H 0.758 -3.115 -2.857
H 0.246 -5.052 -1.406
H 0.000 -4.733 1.034
H 0.222 -2.500 2.022
H 1.496 2.764 -0.161
H 3.713 3.719 -0.686
H 5.737 2.320 -0.482
H 5.552 -0.032 0.249
H 3.344 -0.992 0.775
C -2.129 0.062 -3.315
O -2.520 -1.039 -2.473
C -2.454 -0.851 -1.171
O -2.142 0.259 -0.698
N -2.787 -1.941 -0.485
N -2.833 -1.911 0.899
H -2.212 -0.316 -4.328
H -1.105 0.356 -3.098
H -2.802 0.903 -3.166
H -2.988 -2.776 -1.019
H -2.180 -2.572 1.298
H -3.772 -2.073 1.237
C -2.373 5.158 0.581
C -1.999 3.762 0.484
N -1.705 2.661 0.408
H -3.455 5.240 0.495
H -1.894 5.715 -0.222
H -2.050 5.545 1.546
```

Atom charges from the Mulliken analysis, given in e for atoms 1 to 6: number 1, Be, carries -0.155; number 2, O, carries -0.618; number 3, C, carries 0.588; number 4, O, carries -0.238; number 5, C, carries -0.989; number 6, P, carries 0.999